No. 1
Entry from the Open Molecules 2025 dataset: a cluster of 2 separate species, FH3OP2 in total (ωB97M-V with the def2-TZVPD basis set).

Geometry (Å):
O 0.13 2.12 0.60
F -2.17 0.23 0.13
P 0.29 -1.37 0.50
P -0.71 0.18 -0.64
H 1.08 2.29 0.37
H 1.49 -1.14 -0.24
H -0.11 -2.30 -0.71

Its relative energy (zero: lowest compared OMol25 entry of this formula, charge and spin) is 2.963 eV. The charge is 0. As for the orbital gap (alpha / beta): 8.475 / 8.471 eV. As for the highest occupied orbital energy (alpha / beta): -9.72 / -9.71 eV. The LUMO energy (alpha / beta) is -1.2 / -1.2 eV. The calculation puts the total energy at -859.52254 hartree. Its maximum force is 3.9 eV/A.

Löwdin atomic charge list, values in e, 5 entries: number 1, O, carries -0.435; number 2, F, carries -0.421; number 3, P, carries 0.453; number 4, P, carries 0.688; number 5, H, carries -0.040

---

No. 2
Entry from the Open Molecules 2025 dataset: a cluster of 2 separate species, FH3OSi in total (ωB97M-V with the def2-TZVPD basis set).

Geometry (Å):
O 1.00 -0.64 0.34
F -1.70 -0.48 0.33
Si -0.24 0.28 0.16
H 1.11 -1.22 -1.17
H -0.07 0.96 1.41
H -0.11 1.09 -1.07

Its relative energy (zero: lowest compared OMol25 entry of this formula, charge and spin) is 3.690 eV. The charge is 0. As for the orbital gap: 9.511 eV. As for the highest occupied orbital energy: -11.45 eV. The LUMO energy is -1.9 eV. The calculation puts the total energy at -466.35485 hartree. Its maximum force is 7.6 eV/A.

Löwdin atomic charge list, values in e, 5 entries: number 1, O, carries -0.324; number 2, F, carries -0.233; number 3, Si, carries 0.274; number 4, H, carries 0.342; number 5, H, carries -0.027